(1)
{
  "formula": "C19H21CoF5GeNO7S2Se",
  "method": "ωB97M-V/def2-TZVPD",
  "symbols": ["Co", "O", "C", "O", "C", "C", "C", "C", "C", "N", "C", "O", "O", "H", "H", "H", "H", "C", "Ge", "C", "C", "C", "Se", "C", "H", "H", "H", "H", "H", "H", "H", "H", "H", "H", "H", "H", "H", "H", "C", "S", "O", "O", "O", "H", "H", "H", "F", "C", "C", "F", "C", "F", "C", "S", "C", "F", "C", "F"],
  "xyz": [[-0.49201, 1.83124, 0.49145], [-3.85392, 3.60916, 1.79799], [-2.83695, 3.04030, 1.18835], [-2.06104, 2.24757, 1.71752], [-2.62747, 3.41930, -0.26285], [-3.46167, 4.10020, -1.11736], [-3.04644, 4.20805, -2.45198], [-1.86023, 3.62446, -2.87178], [-1.07188, 2.96163, -1.93715], [-1.46349, 2.91162, -0.67956], [0.19129, 2.13361, -2.17629], [0.61702, 2.00117, -3.29750], [0.63046, 1.58071, -1.08589], [-3.80925, 3.38035, 2.74249], [-4.39696, 4.51240, -0.76984], [-3.66814, 4.73591, -3.16187], [-1.53482, 3.65383, -3.90166], [1.43680, -5.61268, -3.66837], [1.08843, -4.18623, -2.37518], [-0.68691, -4.39201, -1.61207], [2.50385, -4.16505, -1.04513], [1.08705, -2.53492, -3.46000], [0.80472, -0.91214, -2.44376], [2.65075, -0.59424, -1.96852], [1.42328, -6.58816, -3.17920], [2.41616, -5.47925, -4.12844], [0.68153, -5.61698, -4.45449], [-0.73596, -5.29755, -1.00530], [-1.42959, -4.46940, -2.40674], [-0.92237, -3.53532, -0.98218], [2.51493, -5.12285, -0.52152], [2.33935, -3.37443, -0.31603], [3.47498, -4.02971, -1.52228], [0.25875, -2.61322, -4.16600], [2.01963, -2.46262, -4.02214], [3.11790, -1.54159, -1.71334], [2.64522, 0.07779, -1.11673], [3.14852, -0.12431, -2.81456], [-1.10267, -1.60938, 2.35743], [-0.31521, -0.81298, 1.00008], [-1.36218, -0.32412, 0.08342], [0.60315, -1.76593, 0.44256], [0.34962, 0.39843, 1.58658], [-1.77208, -2.36618, 1.95730], [-1.65512, -0.86329, 2.92523], [-0.33105, -2.06442, 2.97275], [0.99781, 1.13778, 6.75084], [0.94305, 1.72239, 5.56130], [1.99403, 1.59282, 4.66812], [3.06276, 0.87756, 5.01085], [1.91769, 2.19116, 3.42499], [2.93471, 2.00530, 2.59713], [0.81274, 2.94841, 3.02474], [0.72332, 3.64469, 1.43108], [-0.21515, 3.07015, 3.96288], [-1.31408, 3.78708, 3.68705], [-0.17075, 2.46550, 5.20102], [-1.19213, 2.58838, 6.05257]],
  "lumo_ev": [-1.63, -2.71],
  "gap_ev": [4.628, 3.549]
}


(2)
{
  "formula": "C19H21F2",
  "method": "ωB97M-V/def2-TZVPD",
  "symbols": ["C", "C", "C", "C", "C", "C", "H", "H", "H", "H", "H", "H", "H", "H", "H", "H", "H", "H", "F", "C", "C", "C", "C", "C", "C", "C", "C", "C", "C", "C", "F", "C", "C", "H", "H", "H", "H", "H", "H", "H", "H", "H"],
  "xyz": [[1.99812, 4.00623, -0.59636], [1.02942, 2.83432, -0.74415], [1.72914, 1.51643, -1.16495], [0.85451, 0.39711, -1.58540], [0.35199, 0.32908, -2.97590], [0.70542, -0.77654, -0.69085], [1.46280, 4.87495, -0.19978], [2.82075, 3.77047, 0.09224], [2.41774, 4.28763, -1.56992], [0.51431, 2.65627, 0.20949], [0.24152, 3.08141, -1.47401], [2.40402, 1.74303, -2.01165], [2.34720, 1.16248, -0.32524], [0.63230, 1.25107, -3.51046], [0.82279, -0.50958, -3.52091], [-0.74051, 0.20032, -3.07256], [1.11137, -1.65541, -1.23575], [1.35893, -0.61141, 0.19061], [1.78089, -3.38494, 3.30292], [0.88950, -3.49453, 2.26378], [0.70960, -4.74509, 1.67554], [-0.20684, -4.84038, 0.61826], [-0.81440, -3.69203, 0.10753], [-0.48643, -2.43659, 0.63272], [-0.67875, -1.17856, -0.22364], [-1.38469, -0.00362, 0.47491], [-2.64814, 0.42495, 0.03797], [-3.14364, 1.67455, 0.43368], [-2.41831, 2.46444, 1.32775], [-1.21991, 1.97517, 1.82971], [-0.48536, 2.73935, 2.72246], [-0.70889, 0.72397, 1.45546], [0.22241, -2.35001, 1.83150], [1.28088, -5.60944, 2.01811], [-0.44070, -5.81354, 0.18431], [-1.51377, -3.75113, -0.73030], [-1.25426, -1.47275, -1.11109], [-3.22590, -0.21428, -0.63645], [-4.11045, 2.01955, 0.04746], [-2.75972, 3.45602, 1.62807], [0.22498, 0.38081, 1.89959], [0.33009, -1.42978, 2.39527]],
  "total_charge": 1,
  "lumo_ev": -6.01,
  "gap_ev": 6.063
}


(3)
{
  "formula": "C19H21F3NO7S3",
  "method": "ωB97M-V/def2-TZVPD",
  "symbols": ["C", "C", "O", "C", "C", "O", "C", "S", "C", "C", "C", "C", "C", "C", "O", "O", "O", "H", "H", "H", "H", "H", "H", "H", "H", "H", "H", "H", "H", "H", "C", "N", "S", "C", "F", "F", "F", "S", "C", "C", "C", "C", "C", "C", "O", "O", "H", "H", "H", "H", "H", "H", "H", "H"],
  "xyz": [[-2.38101, -0.14095, 4.51490], [-2.87399, 1.24852, 4.23920], [-2.29191, 1.60546, 2.94357], [-2.65312, 2.77767, 2.38312], [-2.39114, 2.75434, 0.87722], [-3.13800, 3.57814, 0.15506], [-4.63376, 3.56538, 0.07980], [-2.30276, 1.06822, 0.21486], [-2.22681, 1.54976, -1.54060], [-2.77492, 0.68302, -2.48197], [-2.94439, 1.10375, -3.79926], [-2.60206, 2.40588, -4.16264], [-2.00188, 3.25513, -3.22974], [-1.80982, 2.82063, -1.91750], [-1.08117, 0.40025, 0.66322], [-3.61386, 0.47264, 0.40220], [-3.33486, 3.63789, 2.92694], [-2.33450, -0.36920, 5.57779], [-3.06767, -0.88077, 4.08312], [-1.38510, -0.29343, 4.10628], [-3.95874, 1.25005, 4.16411], [-2.50445, 1.99015, 4.95595], [-4.88185, 4.05157, -0.88142], [-4.96523, 2.53432, 0.12012], [-5.02844, 4.17819, 0.89683], [-3.05688, -0.31843, -2.17923], [-3.35070, 0.42109, -4.54361], [-2.77115, 2.76859, -5.18012], [-1.68130, 4.25592, -3.52545], [-1.32998, 3.49447, -1.21618], [5.15548, 0.61585, 1.78433], [5.66827, 0.64616, 0.41346], [5.23929, 2.15385, -0.41084], [6.28919, 3.36687, 0.34159], [7.58912, 3.33124, -0.03707], [5.75361, 4.55882, -0.08995], [6.26111, 3.35223, 1.71097], [5.43270, -0.81472, -0.43357], [3.69220, -0.76212, -0.72337], [2.90761, -1.87915, -0.40589], [1.53144, -1.78336, -0.50803], [0.95343, -0.60138, -0.97269], [1.75187, 0.47927, -1.36376], [3.13007, 0.35517, -1.31912], [6.10745, -0.68336, -1.69092], [5.72544, -1.88052, 0.47943], [5.14927, 1.66704, 2.11425], [4.12680, 0.25441, 1.80046], [5.75609, -0.06583, 2.42344], [3.37587, -2.78570, -0.03735], [0.88470, -2.60613, -0.18634], [-0.11993, -0.51470, -1.02150], [1.31656, 1.41952, -1.70365], [3.72079, 1.19358, -1.72368]],
  "total_charge": -1,
  "lumo_ev": 2.32,
  "gap_ev": 5.535
}


(4)
{
  "formula": "C19H21FIrN4O2S",
  "method": "ωB97M-V/def2-TZVPD",
  "symbols": ["Ir", "C", "N", "C", "C", "N", "C", "S", "C", "C", "C", "C", "C", "N", "H", "H", "H", "H", "H", "H", "H", "H", "H", "N", "C", "C", "C", "O", "O", "H", "H", "H", "H", "H", "H", "F", "C", "C", "C", "C", "C", "C", "C", "H", "H", "H", "H", "H", "H"],
  "xyz": [[0.41750, -1.35620, 0.65278], [-3.42026, -2.68207, 3.86083], [-3.51795, -1.85399, 2.66186], [-4.67618, -1.62872, 1.94156], [-4.35228, -0.84091, 0.90419], [-2.98627, -0.57827, 0.99590], [-2.48350, -1.23326, 2.07745], [-0.88338, -1.33130, 2.67696], [-2.31519, 0.27581, 0.05510], [-3.07662, 1.36480, -0.44384], [-2.59173, 2.06105, -1.55942], [-1.35273, 1.76350, -2.03538], [-0.45096, 0.83046, -1.31237], [-1.11891, -0.02521, -0.31422], [-4.42888, -2.94429, 4.16517], [-2.93190, -2.12359, 4.65494], [-2.85010, -3.58230, 3.64155], [-5.61713, -2.06066, 2.23030], [-4.94948, -0.46345, 0.09581], [-4.02257, 1.60975, 0.01366], [-3.20409, 2.81905, -2.02792], [-0.94885, 2.25875, -2.90681], [0.01568, 0.13738, -2.02223], [1.57272, -3.14614, 1.87559], [2.85182, -3.60513, 1.29135], [3.71788, -2.42342, 0.86931], [3.26976, -1.76650, -0.41703], [4.00433, -1.45825, -1.31165], [1.94074, -1.53652, -0.51690], [1.73869, -2.76279, 2.80139], [0.92917, -3.92083, 1.99741], [2.62212, -4.23266, 0.43026], [3.39472, -4.22053, 2.01097], [4.74799, -2.74186, 0.72134], [3.72305, -1.67425, 1.66741], [3.46538, 4.91032, -4.21341], [2.80212, 4.12927, -3.34679], [1.84202, 4.70391, -2.53703], [1.16310, 3.89007, -1.64259], [1.44150, 2.53004, -1.56341], [0.69596, 1.62713, -0.61702], [2.42574, 1.98837, -2.38691], [3.11354, 2.78483, -3.28927], [1.64635, 5.76471, -2.60750], [0.41264, 4.32578, -0.99283], [0.25545, 2.18818, 0.21026], [1.40561, 0.91080, -0.20172], [2.67651, 0.93517, -2.30781], [3.88688, 2.38399, -3.92930]],
  "multiplicity": 5,
  "total_charge": 1,
  "lumo_ev": [-2.90, -4.64],
  "gap_ev": [7.139, 6.599]
}


(5)
{
  "formula": "C19H21FeN9O2SSe2",
  "method": "ωB97M-V/def2-TZVPD",
  "symbols": ["Fe", "C", "C", "N", "N", "C", "N", "S", "C", "C", "C", "C", "C", "N", "H", "H", "H", "H", "H", "H", "H", "H", "H", "H", "C", "C", "N", "O", "C", "C", "N", "O", "H", "H", "H", "H", "H", "H", "H", "Se", "C", "N", "Se", "N", "C", "C", "C", "C", "C", "C", "N", "H", "H", "H", "H"],
  "xyz": [[-0.71407, -0.40050, 1.06122], [-4.27205, 0.49127, -1.08189], [-2.97064, 0.46273, -0.35721], [-2.33938, -0.59289, -0.00337], [-2.93025, -1.83865, -0.06560], [-2.32069, -2.70624, 0.94622], [-3.15447, -3.85205, 1.12462], [-2.01409, -1.74715, 2.43150], [-2.38939, 1.68401, 0.23253], [-2.80760, 2.96664, -0.07537], [-2.29201, 4.02957, 0.65214], [-1.39333, 3.77214, 1.67030], [-1.01061, 2.46033, 1.91252], [-1.48612, 1.44018, 1.20612], [-4.61959, -0.51497, -1.29774], [-5.02715, 0.99410, -0.47480], [-4.17786, 1.04106, -2.02069], [-2.99157, -2.23898, -0.99610], [-2.79520, -4.64162, 0.60158], [-3.18544, -4.09705, 2.10477], [-3.52742, 3.12836, -0.86559], [-2.59812, 5.04291, 0.42912], [-0.97984, 4.56817, 2.27274], [-0.29980, 2.20288, 2.68580], [2.97600, -1.96683, -1.51044], [2.26819, -2.02115, -0.18631], [2.69098, -1.50560, 0.89545], [3.85736, -0.80675, 0.75297], [1.03062, -2.82830, -0.06505], [1.11818, -4.25099, -0.53441], [-0.05077, -2.30756, 0.38140], [-1.07338, -3.24580, 0.39894], [3.52802, -1.03279, -1.59383], [2.27249, -2.04628, -2.33873], [3.69606, -2.78350, -1.59833], [3.97907, -0.43238, 1.65355], [2.15206, -4.58848, -0.49448], [0.77478, -4.32955, -1.56983], [0.49599, -4.90073, 0.07366], [3.22862, 0.46659, 3.80447], [1.65363, 0.17474, 2.98370], [0.67923, 0.01679, 2.37583], [-0.15803, -0.17736, -2.14298], [0.37132, 0.40415, -0.53304], [1.29208, 1.33166, -0.73400], [1.99325, 2.05591, 0.28427], [2.93189, 2.95289, -0.09099], [3.24631, 3.20581, -1.47120], [2.62082, 2.54437, -2.46804], [1.61957, 1.57667, -2.12706], [0.95590, 0.87112, -3.01925], [1.80274, 1.84145, 1.32275], [3.48687, 3.48066, 0.67364], [4.00982, 3.93665, -1.70346], [2.84702, 2.71030, -3.51201]],
  "lumo_ev": -1.26,
  "gap_ev": 6.075
}